1.
The following is a DFT calculation (ωB97M-V with the def2-TZVPD basis set) of a molecular structure, C34H56HgN2OP3 at a distorted geometry.

Output
Energy above the lowest of the compared OMol25 structures with the same formula, charge and spin   30.9 kcal per mole
DFT total energy   -73229.1639 eV
Gap between HOMO and LUMO (alpha / beta)   6.6 / 6.6 eV
Strongest force on any atom   0.0682 Eh/bohr

Geometry as ORCA input:
```
! RIJCOSX wB97M-V def2-TZVPD def2/J DEFGRID3
* xyz 1 1
C -1.600 1.781 -2.070
C -1.073 -0.371 -2.762
C -2.332 2.023 -3.243
C -1.730 -0.182 -3.983
C -2.392 1.028 -4.216
H -2.801 2.994 -3.368
H -1.711 -0.979 -4.728
H -2.916 1.195 -5.156
N -1.133 0.558 -1.798
P 0.323 2.644 -0.160
P -0.594 -2.372 -0.759
C -1.256 2.892 -1.082
H -1.190 3.840 -1.637
H -2.081 2.990 -0.358
C 1.962 0.035 2.413
O 2.469 -0.798 3.018
C -0.225 -1.597 -2.467
H -0.376 -2.371 -3.231
C 0.665 -3.803 -0.674
C -2.350 -3.111 -0.908
C 1.674 3.206 -1.324
C 0.190 3.684 1.404
C 1.877 -3.317 0.148
H 1.563 -2.965 1.139
H 2.569 -4.160 0.293
H 2.423 -2.500 -0.341
C 0.064 -4.988 0.097
H -0.266 -4.691 1.101
H -0.765 -5.465 -0.436
H 0.846 -5.751 0.218
C 1.138 -4.269 -2.061
H 1.776 -5.155 -1.921
H 0.310 -4.567 -2.716
H 1.741 -3.511 -2.573
C -2.746 -3.611 0.502
H -2.221 -3.060 1.297
H -3.828 -3.466 0.650
H -2.559 -4.683 0.633
C -3.340 -1.993 -1.300
H -3.151 -1.057 -0.756
H -3.303 -1.794 -2.378
H -4.365 -2.322 -1.057
C -2.419 -4.248 -1.959
H -1.520 -4.326 -2.583
H -2.606 -5.224 -1.487
H -3.271 -4.061 -2.630
C 1.474 3.500 2.237
H 1.315 3.967 3.222
H 1.730 2.438 2.390
H 2.328 4.019 1.786
C -0.998 3.159 2.217
H -1.956 3.293 1.699
H -0.854 2.083 2.446
H -1.052 3.691 3.180
C -0.046 5.177 1.110
H -0.503 5.630 2.004
H 0.889 5.725 0.930
H -0.733 5.329 0.266
C 1.634 2.399 -2.644
H 2.061 3.017 -3.449
H 2.232 1.486 -2.546
H 0.622 2.106 -2.939
C 3.030 2.901 -0.664
H 3.098 1.834 -0.405
H 3.825 3.121 -1.391
H 3.225 3.496 0.232
C 1.514 4.698 -1.654
H 0.533 4.927 -2.094
H 1.667 5.344 -0.784
H 2.280 4.962 -2.398
Hg 0.468 0.209 0.251
N 1.838 -0.609 -1.406
C 1.262 -1.106 -2.425
C 2.079 -1.282 -3.691
C 3.468 -1.179 -3.524
C 1.529 -1.551 -4.957
C 4.327 -1.430 -4.597
H 3.850 -0.930 -2.526
C 2.389 -1.772 -6.035
H 0.445 -1.593 -5.102
C 3.779 -1.736 -5.855
H 5.407 -1.402 -4.436
H 1.964 -1.994 -7.014
H 4.441 -1.934 -6.695
C -2.943 1.065 4.293
P -2.243 0.361 2.743
C -1.687 -1.291 3.285
C -3.791 -0.082 1.853
H -3.406 2.038 4.086
H -2.162 1.228 5.045
H -3.701 0.380 4.690
H -2.568 -1.934 3.417
H -1.037 -1.708 2.503
H -1.117 -1.210 4.219
H -4.656 0.319 2.398
H -3.750 0.379 0.853
H -3.871 -1.175 1.717
*
```

2.
The following is a DFT calculation (ωB97M-V with the def2-TZVPD basis set) of a molecular structure, C16H51N7O3P2Si2 at a distorted geometry.

Output
DFT total energy   -68323.3247 eV
Gap between HOMO and LUMO   7.4 eV
Strongest force on any atom   0.1341 Eh/bohr

Geometry as ORCA input:
```
! RIJCOSX wB97M-V def2-TZVPD def2/J DEFGRID3
* xyz 0 1
C 6.882 -4.109 2.860
C 5.667 -3.257 2.475
C 5.769 -1.792 2.916
C 4.414 -1.061 3.014
N 3.542 -1.212 1.836
Si 2.172 -2.274 2.032
O 1.594 -2.369 3.601
Si 1.680 -3.897 4.307
H 7.788 -3.845 2.314
H 6.659 -5.150 2.602
H 7.012 -4.073 3.944
H 4.791 -3.711 2.951
H 5.506 -3.292 1.393
H 6.453 -1.227 2.276
H 6.189 -1.793 3.930
H 3.934 -1.326 3.958
H 4.658 0.007 3.093
H 4.080 -1.449 1.011
H 2.603 -3.652 1.665
H 1.078 -1.937 1.112
H 0.530 -4.702 3.860
H 2.939 -4.601 4.033
H 1.572 -3.701 5.766
O -2.172 -2.239 -1.527
P -2.950 -2.233 -0.222
N -3.825 -3.712 -0.429
C -4.691 -3.892 -1.583
C -2.947 -4.868 -0.297
N -3.857 -0.806 -0.490
C -5.287 -0.756 -0.679
C -3.204 0.224 -1.290
N -3.415 -2.157 1.504
C -2.253 -1.932 2.375
C -4.343 -3.069 2.152
H -5.171 -4.873 -1.533
H -4.155 -3.820 -2.537
H -5.507 -3.171 -1.586
H -2.345 -4.788 0.617
H -2.257 -4.956 -1.145
H -3.530 -5.788 -0.218
H -5.569 -0.994 -1.714
H -5.663 0.246 -0.453
H -5.816 -1.433 -0.005
H -3.289 0.021 -2.366
H -2.147 0.291 -1.039
H -3.639 1.205 -1.090
H -1.630 -2.832 2.452
H -2.560 -1.629 3.377
H -1.631 -1.125 1.973
H -3.923 -4.068 2.316
H -5.269 -3.170 1.594
H -4.611 -2.653 3.128
O -1.534 4.051 -1.348
P -0.190 4.697 -1.670
N -0.537 4.856 -3.366
C -0.908 3.690 -4.155
C -1.498 5.924 -3.609
N 0.821 3.377 -1.271
C 1.510 2.548 -2.231
C 0.413 2.587 -0.116
N 1.273 5.704 -1.965
C 1.362 6.834 -1.028
C 1.744 6.129 -3.274
H -1.068 3.986 -5.195
H -1.819 3.200 -3.794
H -0.105 2.956 -4.183
H -1.190 6.841 -3.092
H -2.501 5.659 -3.253
H -1.552 6.160 -4.675
H 0.851 1.776 -2.647
H 2.356 2.044 -1.755
H 1.932 3.132 -3.050
H -0.370 1.861 -0.373
H 0.033 3.224 0.680
H 1.267 2.042 0.293
H 0.632 7.616 -1.263
H 2.360 7.275 -1.037
H 1.171 6.489 -0.006
H 1.124 6.916 -3.721
H 1.808 5.301 -3.972
H 2.759 6.525 -3.163
*
```

3.
The following is a DFT calculation (ωB97M-V with the def2-TZVPD basis set) of a molecular structure, C22H10Cl5N3ORuS2.

Output
Energy above the lowest of the compared OMol25 structures with the same formula, charge and spin   1.0 kcal per mole
DFT total energy   -116361.5558 eV
⟨S²⟩   0.761
Gap between HOMO and LUMO (alpha / beta)   7.2 / 6.4 eV
Strongest force on any atom   0.0152 Eh/bohr

Geometry as ORCA input:
```
! RIJCOSX wB97M-V def2-TZVPD def2/J DEFGRID3
* xyz -1 2
Ru -0.886 -0.426 -0.062
S -1.729 -2.461 0.520
C -2.094 -2.755 -1.138
S -1.604 -1.352 -2.003
C -2.666 -3.881 -1.660
C -2.904 -3.999 -3.064
N -3.098 -4.096 -4.195
C -3.035 -4.976 -0.820
N -3.336 -5.861 -0.147
Cl -2.278 6.665 -0.161
C -2.346 4.944 -0.032
C -1.331 4.156 -0.560
Cl 0.013 4.888 -1.359
C -1.392 2.777 -0.444
Cl -0.138 1.781 -1.114
C -2.445 2.102 0.199
O -2.499 0.825 0.356
C -3.468 2.935 0.716
Cl -4.779 2.151 1.512
C -3.417 4.314 0.606
Cl -4.690 5.273 1.267
C 4.167 -2.815 -1.888
C 2.963 -2.524 -2.516
C 1.940 -1.887 -1.833
C 2.093 -1.527 -0.489
C 3.303 -1.841 0.144
C 4.323 -2.469 -0.552
N 1.058 -0.921 0.197
C 1.227 -0.042 1.245
C 0.174 0.056 2.175
C 0.097 1.139 3.058
C 1.096 2.083 3.088
C 2.186 1.954 2.213
C 2.253 0.929 1.301
H 4.965 -3.310 -2.425
H 2.812 -2.794 -3.554
H 1.002 -1.675 -2.325
H 3.427 -1.603 1.193
H 5.246 -2.703 -0.037
H -0.550 -0.749 2.250
H -0.744 1.209 3.737
H 1.050 2.914 3.780
H 2.974 2.697 2.231
H 3.065 0.875 0.588
*
```

Which of these has the highest strongest force on any atom? C16H51N7O3P2Si2

Look up the DFT total energy of the second one. -68323.3247 eV